No. 1
Density functional theory data (ωB97M-V with the def2-TZVPD basis set) for a molecular structure, C30H35N15O2STi.

```
! RIJCOSX wB97M-V def2-TZVPD def2/J DEFGRID3
* xyz 0 3
Ti -0.14378 -0.66668 -0.43665
C 1.77018 -5.20251 -5.64238
C 1.35740 -4.49048 -4.38214
C 1.64483 -5.00567 -3.13874
C 1.32031 -4.38288 -1.89577
C 1.86939 -5.03525 -0.77275
N 1.76915 -4.83851 0.57973
C 0.60727 -4.37487 1.31042
C -0.68320 -5.07831 0.91274
C -1.85385 -4.51590 1.69016
N -2.24160 -3.17317 1.21806
C -3.39150 -2.67488 1.51787
C -3.94446 -1.38134 1.30912
C -5.22476 -1.22568 1.89778
C -5.86650 -0.01701 1.85904
C -7.20890 0.20519 2.50253
C -5.22970 1.02080 1.18172
C -3.98816 0.93064 0.54746
C -3.47607 2.10925 -0.09301
N -2.50343 1.96097 -1.02702
C -1.90604 2.73701 -1.87034
C -0.82620 2.16876 -2.73362
C -1.17971 0.78326 -3.28935
N -0.57067 -0.38335 -2.60598
C -0.21632 -1.29269 -3.44387
C 0.35252 -2.59762 -3.24325
C 0.71769 -3.26137 -4.42895
C 0.57870 -3.15267 -1.97889
O 0.14301 -2.51329 -0.90069
C -3.28145 -0.32365 0.64229
O -2.06096 -0.50440 0.16977
H 2.03939 -6.23918 -5.44133
H 2.63480 -4.71948 -6.10245
H 0.96522 -5.20190 -6.37882
H 2.17841 -5.94961 -3.08976
H 2.57569 -5.81699 -1.02228
H 2.37129 -5.44518 1.10744
H 0.49779 -3.30853 1.16840
H 0.80819 -4.53488 2.37078
H -0.61145 -6.14736 1.12665
H -0.86108 -4.97522 -0.16020
H -1.59857 -4.42148 2.74866
H -2.73379 -5.15274 1.59974
H -1.53100 -2.58890 0.78681
H -4.05291 -3.36525 2.03711
H -5.68158 -2.07403 2.39396
H -7.62790 -0.72902 2.87517
H -7.92057 0.63158 1.79391
H -7.13312 0.89583 3.34482
H -5.74042 1.97806 1.11828
H -4.00024 3.05224 -0.04792
H -2.12732 1.01883 -0.92997
H -2.21790 3.77152 -1.91865
H 0.14020 2.11928 -2.21916
H -0.67334 2.84736 -3.57279
H -0.88828 0.74834 -4.33930
H -2.26443 0.64789 -3.25825
H -0.33123 -1.05788 -4.50403
H 0.50818 -2.79046 -5.38267
N 2.88806 -1.06968 1.25909
C 1.75628 -1.31836 1.98679
N 1.77603 -1.74219 3.24309
N 0.47556 -1.84094 3.58231
N -0.28296 -1.50025 2.60365
N 0.50671 -1.15423 1.54886
C 2.93130 -0.51994 -0.00666
N 4.04574 -0.10744 -0.57345
N 3.64856 0.37212 -1.77224
N 2.37911 0.25820 -1.91476
N 1.87503 -0.32700 -0.79421
H 3.77166 -1.23145 1.71120
C 1.85259 1.74347 3.34281
N 0.40004 1.68057 3.25465
C -0.44773 1.55635 4.34220
C -1.70948 1.56676 3.87186
N -1.61147 1.70007 2.50330
C -0.32531 1.75802 2.11967
S 0.24856 1.92317 0.52464
H 2.12872 2.50661 4.06786
H 2.24103 2.00561 2.36223
H 2.24836 0.77813 3.65298
H -0.06765 1.43624 5.34034
H -2.65172 1.46479 4.37715
H -2.36002 1.83370 1.83096
*
```

Calculated values
- HOMO-LUMO gap (alpha / beta): 4.9 / 5.9 eV
- HOMO energy (alpha / beta): -5.7 / -6.6 eV
- Expectation value of S²: 2.0516
- F_max: 0.568 eV/A
- LUMO (alpha / beta): -0.8 / -0.8 eV
- ΔE to the lowest compared entry with this formula, charge and spin: 125.9 kJ/mol

***

No. 2
Density functional theory data (ωB97M-V with the def2-TZVPD basis set) for a single C30H35N3O3 molecule.

```
! RIJCOSX wB97M-V def2-TZVPD def2/J DEFGRID3
* xyz 0 1
O -3.92437 -1.36100 2.49383
C -3.70501 -1.06506 1.33375
N -2.61552 -1.50363 0.66097
C -2.26311 -1.12669 -0.68588
H -3.09836 -0.59993 -1.14948
C -1.01280 -0.24470 -0.67581
H -0.73021 0.01392 -1.69640
H -1.24174 0.67461 -0.13588
C 0.13755 -0.99237 0.00690
N 1.38374 -0.25554 -0.09269
C 2.55346 -1.01722 0.30182
H 2.41370 -2.06101 0.01358
C 3.79956 -0.45507 -0.40773
C 5.02704 -0.65466 0.47469
O 4.94065 -0.77663 1.68339
N 6.23577 -0.68641 -0.13919
C 6.55271 -0.44068 -1.52761
H 5.65940 -0.25070 -2.11682
C 7.49426 0.77026 -1.62388
O 8.65745 0.58250 -0.85761
C 8.33842 0.36405 0.50021
H 9.28742 0.21591 1.01665
C 7.43537 -0.85973 0.66117
H 7.13345 -0.98624 1.70100
H 7.96576 -1.75421 0.31587
H 7.83195 1.24961 0.91314
H 7.82476 0.91550 -2.65368
H 6.96203 1.67276 -1.28272
H 7.06999 -1.32142 -1.92929
H 3.93599 -0.97931 -1.35545
C 3.59260 1.04909 -0.66481
C 2.81593 1.63986 0.50420
C 1.39274 1.07046 0.50624
H 0.74605 1.71090 -0.10040
H 1.00758 1.07054 1.53821
H 3.33077 1.38330 1.43110
H 2.77502 2.72749 0.43159
H 3.01757 1.18375 -1.58216
H 4.55248 1.55565 -0.77990
H 2.72598 -0.98789 1.38778
C -0.30361 -1.38418 1.43037
C -1.57594 -2.22717 1.36048
H -1.95023 -2.45411 2.36078
H -1.37614 -3.16552 0.82971
H 0.48398 -1.95218 1.92659
H -0.50483 -0.48786 2.01902
H 0.30336 -1.92233 -0.55619
H -2.06608 -2.04039 -1.26091
C -4.64122 -0.19191 0.54826
C -5.71038 -0.76583 -0.14785
C -5.92354 -2.16822 -0.17672
C -6.97057 -2.70041 -0.86451
C -7.86364 -1.86574 -1.56937
C -7.69060 -0.51610 -1.56825
C -6.61477 0.08095 -0.86239
C -6.41407 1.45826 -0.85150
C -5.36037 2.03522 -0.14863
C -5.14766 3.43763 -0.12977
C -4.11092 3.97989 0.56497
C -3.22993 3.15236 1.29286
C -3.39923 1.80185 1.30055
C -4.45900 1.19543 0.57737
H -2.74164 1.16881 1.87794
H -2.42183 3.60493 1.84896
H -3.95652 5.04897 0.57395
H -5.83345 4.06619 -0.67997
H -7.09401 2.09524 -1.40051
H -8.37232 0.12971 -2.10339
H -8.68734 -2.31196 -2.10723
H -7.12959 -3.76866 -0.87588
H -5.24395 -2.80292 0.37257
*
```

Calculated values
- HOMO-LUMO gap: 7.3 eV
- HOMO energy: -7.6 eV
- SMILES: O=C(c1c2ccccc2cc2ccccc12)N1CCC(N2CCC[C@@H](C(=O)N3CCOCC3)C2)CC1
- F_max: 0.511 eV/A
- LUMO: -0.2 eV
- ΔE to the lowest compared entry with this formula, charge and spin: 0.0 kJ/mol